No. 1
Formula: C15H28N3O8PSZn
Source: the OMol25 dataset
Level of theory: wB97M-V/def2-TZVPD

ORCA input file:
```
! RIJCOSX wB97M-V def2-TZVPD def2/J DEFGRID3
* xyz 2 1
Zn -1.1580 -0.4056 -0.1487
C -0.3647 -1.7748 3.1701
O -1.2917 -0.9208 2.5018
C -1.2682 0.3896 3.0819
C -2.4436 1.1429 2.5621
O -2.4441 1.0727 1.0910
C -3.7879 0.9594 0.6129
C -4.1944 -0.4882 0.4774
O -3.1948 -1.1868 -0.2668
C -3.4443 -2.5917 -0.3958
H -0.7713 -2.0588 4.1297
H 0.6172 -1.2742 3.3210
H -0.2530 -2.6455 2.5389
H -0.3080 0.8903 2.8528
H -1.3362 0.2903 4.1903
H -2.3624 2.1980 2.8587
H -3.3482 0.6886 2.9205
H -3.8480 1.4475 -0.3584
H -4.4521 1.5331 1.2932
H -5.1688 -0.5611 -0.0004
H -4.2701 -0.9531 1.4969
H -4.4932 -2.7647 -0.6176
H -3.2064 -3.1152 0.5412
H -2.7726 -2.9393 -1.2186
O 0.0607 -2.0959 -0.3253
C 1.1569 -1.4993 -0.0582
N 1.0909 -0.1744 0.2563
S 2.5942 0.4010 0.8717
O 3.0989 1.5001 0.0791
O 2.5498 0.5384 2.3076
C 3.4345 -1.0713 0.4077
C 4.8113 -1.2266 0.3938
C 5.2986 -2.4205 -0.1315
C 4.4078 -3.3746 -0.6195
C 3.0263 -3.1988 -0.6296
C 2.5547 -2.0160 -0.1055
H 5.4697 -0.4435 0.6776
H 6.3755 -2.6472 -0.2400
H 4.7863 -4.3176 -1.0465
H 2.3504 -3.9534 -1.0119
N -0.8677 4.2027 -1.4955
C -0.0663 2.9679 -1.1912
P -0.5475 1.6983 -2.4820
O -1.3139 2.4163 -3.5983
O -1.3257 0.6525 -1.6855
C 1.0134 0.8975 -3.1969
N 2.3024 1.4336 -2.7442
H -1.6343 4.3960 -0.8541
H -1.3089 4.0543 -2.4120
H -0.2978 5.0457 -1.5562
H -0.2782 2.5831 -0.1842
H 0.9778 3.2973 -1.1814
H 0.9003 0.8900 -4.2774
H 0.9568 -0.1441 -2.8440
H 2.4545 2.4462 -2.9338
H 3.1084 0.9251 -3.1629
H 2.4253 1.3042 -1.6601
*
```

Values from the calculation:
HOMO level ... -14.984 eV
Total energy ... -3872.972882 Ha

No. 2
Formula: C26H56NO2P2Si4Sn
Source: the OMol25 dataset
Level of theory: wB97M-V/def2-TZVPD

ORCA input file:
```
! RIJCOSX wB97M-V def2-TZVPD def2/J DEFGRID3
* xyz 1 1
C 2.3610 -3.1449 -3.6311
C 2.2111 -1.9580 -2.8638
N 1.0011 -1.3077 -2.8790
C -0.0714 -1.8853 -3.4362
C 0.0125 -3.1005 -4.1355
C 1.2540 -3.7392 -4.2167
C 3.3254 -1.3500 -2.1409
P 2.9174 -0.3676 -0.6598
Sn 0.5515 0.8317 -0.8023
P -1.3423 0.5306 -2.7105
C -1.4330 -1.2237 -3.2773
C 0.8451 2.9282 -0.0943
C 1.2207 3.1304 1.2338
C 1.2541 4.4302 1.7562
C 0.9623 5.5224 0.9284
C 0.6234 5.3140 -0.4116
C 0.5742 4.0105 -0.9270
O 4.5759 0.3675 -3.8365
O 3.2912 2.2547 -2.7454
H 3.3438 -3.6026 -3.6573
H -0.9112 -3.5337 -4.5238
H 1.3380 -4.6963 -4.7247
C 2.9935 -1.6337 0.6470
C 4.3106 0.7505 -0.2567
H -1.9723 -1.2094 -4.2409
H -2.0471 -1.8043 -2.5617
H 4.2171 -0.2960 -3.1863
H 4.1983 -2.0195 -2.0473
C -3.0479 0.9575 -2.2580
C -1.1039 1.3986 -4.2909
H 1.4594 2.2884 1.8876
H 1.5117 4.5774 2.8111
H 0.9996 6.5319 1.3366
H 0.3898 6.1597 -1.0615
H 0.3034 3.8385 -1.9682
H 2.0766 1.9600 -2.5713
H 3.3636 3.0892 -3.2546
H 3.7471 1.5607 -3.3115
H 4.3183 0.0853 -4.7261
H 1.0689 1.6888 -2.3987
H 3.9516 -2.1754 0.5633
H 2.9142 -1.1540 1.6342
H 2.1734 -2.3535 0.4978
H 5.2582 0.1895 -0.2107
H 4.4077 1.5619 -0.9910
H 4.1209 1.2096 0.7236
H -1.9965 1.2618 -4.9148
H -0.9468 2.4642 -4.0891
H -0.2211 1.0003 -4.8023
H -3.7097 0.8155 -3.1272
H -3.3987 0.3416 -1.4186
H -3.0733 2.0159 -1.9597
C 0.9759 -2.7179 3.2718
Si 0.1629 -1.0102 3.3927
C -1.0303 -1.1370 4.8645
C 1.4725 0.2784 3.8250
Si -0.9131 -0.3409 1.3907
Si -2.0916 -2.3363 0.9300
C -2.6443 -3.2700 2.4860
C -3.6835 -2.0669 -0.0446
C -0.8903 -3.4276 -0.0416
Si -2.4518 1.2070 2.2695
C -3.9218 0.2887 3.0517
C -1.6643 2.3270 3.5864
C -3.0871 2.3894 0.9403
H 1.1244 -3.0837 4.2998
H 1.9606 -2.6764 2.7908
H 0.3683 -3.4599 2.7388
H -0.4143 -1.3635 5.7493
H -1.5831 -0.2135 5.0742
H -1.7558 -1.9521 4.7480
H 2.2994 0.2945 3.1026
H 1.0559 1.2919 3.8954
H 1.8906 0.0194 4.8107
H -3.3506 -2.6920 3.0966
H -3.1705 -4.1730 2.1383
H -1.8170 -3.5937 3.1281
H -4.1868 -3.0449 -0.1162
H -3.5060 -1.7106 -1.0657
H -4.3773 -1.3744 0.4515
H -0.5614 -2.9750 -0.9884
H 0.0047 -3.6802 0.5438
H -1.4152 -4.3669 -0.2762
H -3.6270 -0.3744 3.8769
H -4.5999 1.0548 3.4623
H -4.4870 -0.3031 2.3186
H -0.8698 2.9499 3.1512
H -2.4569 2.9996 3.9534
H -1.2506 1.7900 4.4496
H -2.2680 2.8183 0.3443
H -3.8006 1.9024 0.2618
H -3.6111 3.2210 1.4393
*
```

Values from the calculation:
HOMO level ... -9.534 eV
Total energy ... -3284.300703 Ha

No. 3
Formula: C12H16BrN5O9PPdS2
Source: the OMol25 dataset
Level of theory: wB97M-V/def2-TZVPD

ORCA input file:
```
! RIJCOSX wB97M-V def2-TZVPD def2/J DEFGRID3
* xyz -1 1
Pd -0.4230 1.3660 0.8469
O -0.9610 3.2824 0.3766
S 0.4472 3.7530 0.0494
O 0.4655 4.9308 -0.7594
O 1.2643 3.7211 1.2274
C 0.9120 2.3190 -0.9691
C 0.0671 2.1100 -2.0700
C 0.2760 1.0630 -2.9448
C 1.3105 0.1708 -2.7028
C 2.1436 0.3444 -1.6116
C 1.9782 1.4260 -0.7488
S 3.3048 1.6143 0.4571
O 3.8775 2.9029 0.2682
O 4.1308 0.4446 0.3160
O 2.6226 1.5482 1.8409
H -0.7614 2.7906 -2.2149
H -0.3780 0.9274 -3.7949
H 1.4695 -0.6661 -3.3712
H 2.9545 -0.3426 -1.4239
N 2.3764 -0.9940 3.1629
C 0.9569 -1.1989 3.4889
P 0.1467 -1.7333 1.9520
O 0.7545 -2.9877 1.4447
O 0.1529 -0.5517 0.9761
C -1.6035 -2.0358 2.4234
N -2.4860 -1.9117 1.2348
H 2.9379 -0.9309 4.0041
H 2.6012 0.5911 2.2084
H 2.7271 -1.7761 2.6161
H 0.5085 -0.2615 3.8252
H 0.8024 -1.9663 4.2547
H -1.9294 -1.3014 3.1539
H -1.6902 -3.0449 2.8269
H -2.3676 -1.0166 0.5461
H -3.4636 -1.8970 1.5143
H -2.3418 -2.6973 0.5990
N -1.1117 -1.8169 -1.4953
C -2.0576 -0.8298 -1.7092
O -2.4478 -0.1617 -0.7071
C -2.5694 -0.6501 -3.0087
C -1.9575 -1.3223 -4.0901
N -1.4356 -1.9152 -4.9350
C -3.6496 0.2354 -3.2484
N -4.5251 0.9539 -3.4661
H -0.4201 -1.5702 -0.7943
H -0.7240 -2.2523 -2.3193
Br -1.8846 1.3373 2.7708
*
```

Values from the calculation:
HOMO level (alpha / beta) ... -5.787 / -5.787 eV
Total energy ... -5257.661213 Ha

No. 4
Formula: C27H27N5O5
Source: the OMol25 dataset
Level of theory: wB97M-V/def2-TZVPD

ORCA input file:
```
! RIJCOSX wB97M-V def2-TZVPD def2/J DEFGRID3
* xyz 0 1
C -3.3930 3.1953 -1.1523
C -4.0711 1.8363 -1.2159
O -3.0857 0.8328 -1.2619
C -3.6121 -0.4626 -1.4380
C -2.4719 -1.4735 -1.5156
C -1.7711 -1.6794 -0.1710
N -1.1484 -0.4493 0.2796
C 0.0330 -0.0797 -0.3419
N 0.5734 -0.9178 -1.1338
C 1.6026 -0.7804 -2.0202
O 1.4630 -0.2051 -3.0828
C 2.8383 -1.5063 -1.6425
C 2.9042 -2.3810 -0.5667
C 4.1033 -2.9898 -0.2678
C 5.2633 -2.7410 -1.0015
O 6.3490 -3.4291 -0.5556
C 7.6205 -3.2705 -1.1442
C 5.2007 -1.8434 -2.0874
O 6.3451 -1.5927 -2.8015
C 6.2922 -0.6286 -3.8261
C 3.9847 -1.2526 -2.3881
C 0.5925 1.2139 0.0209
C 1.8418 1.5838 -0.5172
N 2.8770 1.8968 -0.9001
C -0.0667 2.0406 0.8794
C -1.2883 1.6279 1.4556
C -2.0108 2.5016 2.3270
O -1.6945 3.6232 2.6660
N -3.2446 1.9460 2.8185
C -4.0030 2.7280 3.6338
C -5.1704 2.2780 4.1535
C -5.6025 0.9711 3.8446
C -4.8590 0.1709 3.0267
C -5.2627 -1.2182 2.6618
C -3.6354 0.6707 2.4802
N -2.9446 -0.1003 1.6763
C -1.8078 0.3603 1.1371
H -2.8044 3.2887 -0.2437
H -4.1407 3.9834 -1.1730
H -2.7277 3.3093 -2.0034
H -4.7074 1.7738 -2.1133
H -4.7209 1.6827 -0.3354
H -4.2019 -0.4968 -2.3682
H -4.2846 -0.7083 -0.5995
H -2.8719 -2.4305 -1.8511
H -1.7424 -1.1233 -2.2464
H -2.4855 -1.9841 0.5937
H -0.9835 -2.4268 -0.2857
H 2.0236 -2.5900 0.0210
H 4.1857 -3.6814 0.5562
H 7.6216 -3.5713 -2.1936
H 7.9777 -2.2421 -1.0634
H 8.2779 -3.9292 -0.5761
H 5.6249 -0.9380 -4.6363
H 7.3107 -0.5559 -4.2057
H 5.9740 0.3458 -3.4441
H 3.8842 -0.5622 -3.2095
H 0.3219 3.0147 1.1385
H -3.5905 3.7092 3.8192
H -5.7578 2.9116 4.7963
H -6.5294 0.6068 4.2608
H -4.4794 -1.9179 2.9458
H -6.1912 -1.4933 3.1535
H -5.3886 -1.2977 1.5836
*
```

Values from the calculation:
Structure (SMILES) ... CCOCCCn1/c(=N/C(=O)c2ccc(OC)c(OC)c2)c(C#N)cc2c(=O)n3cccc(C)c3nc21
HOMO level ... -7.836 eV
Total energy ... -1695.067421 Ha

No. 5
Formula: C33H32AlN7O2S
Source: the OMol25 dataset
Level of theory: wB97M-V/def2-TZVPD

ORCA input file:
```
! RIJCOSX wB97M-V def2-TZVPD def2/J DEFGRID3
* xyz 2 1
Al 0.4939 1.0551 -0.0403
C 2.7692 0.5996 3.6744
O 2.2810 1.9781 3.5019
C 1.5848 1.9743 2.3924
N 1.4138 0.8762 1.7630
C 2.1279 -0.1933 2.5066
C 1.1847 -1.3105 2.8882
C 0.1737 -1.1192 3.8251
C -0.7001 -2.1534 4.1319
C -0.5603 -3.3902 3.5123
C 0.4523 -3.5888 2.5837
C 1.3189 -2.5494 2.2705
C 1.0263 3.2152 1.8038
C 1.2224 4.5230 2.1952
C 0.6786 5.5238 1.3939
C -0.0209 5.2034 0.2321
C -0.1650 3.8657 -0.0751
N 0.3402 2.9168 0.7056
C -0.7549 3.2499 -1.2881
N -0.6205 1.9911 -1.4578
C -1.2428 1.6288 -2.7523
C -1.7422 3.0075 -3.2647
O -1.3752 3.9579 -2.1983
C -2.3035 0.5656 -2.5898
C -3.4224 0.7855 -1.7900
C -4.3840 -0.2036 -1.6452
C -4.2356 -1.4205 -2.3036
C -3.1202 -1.6463 -3.0980
C -2.1537 -0.6560 -3.2360
H 3.8512 0.6386 3.6178
H 2.4652 0.2548 4.6554
H 2.9021 -0.6058 1.8604
H 0.0535 -0.1583 4.3206
H -1.4788 -1.9987 4.8697
H -1.2245 -4.2049 3.7725
H 0.5772 -4.5591 2.1166
H 2.1256 -2.7074 1.5591
H 1.7888 4.7517 3.0887
H 0.8134 6.5619 1.6669
H -0.4350 5.9653 -0.4151
H -0.4608 1.2381 -3.4029
H -1.2452 3.3372 -4.1702
H -2.8154 3.0510 -3.3961
H -3.5519 1.7354 -1.2743
H -5.2584 -0.0198 -1.0315
H -4.9981 -2.1838 -2.2103
H -3.0075 -2.5870 -3.6236
H -1.2847 -0.8313 -3.8654
C 4.7029 -2.5542 -1.9861
C 4.1643 -1.5893 -3.0367
N 3.7844 -0.2758 -2.4940
C 2.6935 -0.0341 -1.7702
S 2.5142 1.5834 -1.1148
N 1.8289 -1.0359 -1.6122
N 0.7506 -0.7045 -0.8568
C -0.1996 -1.5628 -0.6893
C -0.1957 -2.9146 -1.3094
C -1.2866 -1.0882 0.1995
C -2.3764 -1.8584 0.5580
C -3.3233 -1.3273 1.4196
C -3.1627 -0.0387 1.9054
C -2.0536 0.6727 1.5064
N -1.1373 0.1622 0.6772
H 5.1225 -3.4363 -2.4721
H 3.9080 -2.8776 -1.3132
H 5.4948 -2.0830 -1.3999
H 3.2969 -2.0107 -3.5406
H 4.9245 -1.3955 -3.7897
H 4.4317 0.4860 -2.6004
H 0.4046 -2.8961 -2.2141
H -1.2065 -3.2475 -1.5438
H 0.2546 -3.6448 -0.6298
H -2.4758 -2.8638 0.1755
H -4.1837 -1.9170 1.7120
H -3.8812 0.4030 2.5821
H -1.8773 1.6847 1.8576
*
```

Values from the calculation:
HOMO level ... -13.376 eV
Total energy ... -2450.879939 Ha

No. 6
Formula: C26H19Cl2HfIN11O2S
Source: the OMol25 dataset
Level of theory: wB97M-V/def2-TZVPD

ORCA input file:
```
! RIJCOSX wB97M-V def2-TZVPD def2/J DEFGRID3
* xyz 1 1
Hf -0.1949 0.4006 0.3259
N 2.2298 -3.5490 0.9439
C 1.7601 -2.3159 1.0739
N 1.2660 -1.6116 0.0983
C 1.1909 -2.1714 -1.1740
N 0.7031 -1.5264 -2.1781
N 0.3048 -0.2274 -1.8288
C 0.3244 0.5777 -2.8116
C 0.0739 2.0073 -2.6059
C 0.1847 2.8865 -3.6651
C 0.0465 4.2450 -3.4249
C -0.1907 4.6607 -2.1303
C -0.2942 3.7063 -1.1278
N -0.1769 2.4012 -1.3491
C 1.6873 -3.5352 -1.3798
C 1.6373 -4.1840 -2.6187
C 2.1094 -5.4701 -2.7405
C 2.6429 -6.1307 -1.6288
C 2.7035 -5.5077 -0.4038
C 2.2170 -4.2111 -0.2914
H 2.5760 -4.0277 1.7606
H 1.7890 -1.8732 2.0614
H 0.6121 0.2063 -3.7908
H 0.3909 2.5073 -4.6572
H 0.1335 4.9608 -4.2317
H -0.2921 5.7085 -1.8833
H -0.4581 4.0181 -0.1037
H 1.2165 -3.6571 -3.4643
H 2.0634 -5.9758 -3.6953
H 3.0024 -7.1464 -1.7270
H 3.0963 -6.0220 0.4652
S 2.2761 1.2986 0.1272
C 1.6247 2.4864 1.2098
C 2.3609 3.5179 1.8107
C 1.7350 4.3655 2.6897
C 0.3792 4.1816 2.9914
C -0.2868 3.1599 2.3705
N 0.3100 2.3511 1.4716
H 3.4115 3.6122 1.5732
H 2.2909 5.1682 3.1582
H -0.1334 4.8085 3.7065
H -1.3264 2.9478 2.5899
N -0.4285 -5.7026 -0.2407
C -1.0850 -4.7706 -0.0510
N -1.8482 -3.7207 0.2138
C -1.6026 -2.5069 0.2081
N -1.4287 -1.3381 0.2103
I -6.5768 0.5196 -0.7106
C -4.6631 1.1627 -0.3736
C -4.2708 2.3332 0.2311
N -2.9290 2.3330 0.2372
N -2.4153 1.2254 -0.3303
C -3.4723 0.5047 -0.6942
H -4.8448 3.1507 0.6359
H -2.3166 3.0460 0.5941
H -3.3417 -0.4497 -1.1739
Cl -0.9056 -2.3367 4.2413
C -1.0050 -0.5671 4.2437
Cl 0.1547 0.1727 5.3521
C -0.7509 -0.0646 2.8388
O -1.6391 0.5468 2.2164
O 0.3761 -0.2900 2.2793
H -2.0033 -0.2892 4.5563
*
```

Values from the calculation:
HOMO level ... -10.872 eV
Total energy ... -3419.309400 Ha

No. 7
Formula: C6H8ClN
Source: the OMol25 dataset
Level of theory: wB97M-V/def2-TZVPD

ORCA input file:
```
! RIJCOSX wB97M-V def2-TZVPD def2/J DEFGRID3
* xyz 0 1
C -1.7947 0.5190 -0.7123
C -0.3848 0.6220 -0.4517
C 0.1969 0.7684 1.0003
C 0.4244 -0.4647 0.2169
C -0.2149 -1.5913 0.8402
N -0.8977 -2.3554 1.5581
C 1.8179 -0.5770 -0.2616
Cl 2.0242 -1.3461 -1.8242
H -2.0865 1.5439 -0.6474
H -1.9627 0.2466 -1.8047
H -2.4068 0.0221 0.0411
H 0.2172 1.1866 -1.1757
H 0.9588 1.3534 1.2653
H -0.5381 0.6150 1.8346
H 2.1454 0.4882 -0.3087
H 2.5011 -1.0309 0.4297
*
```

Values from the calculation:
Structure (SMILES) ... C[C@H]1C[C@]1(C#N)CCl
HOMO level ... -10.585 eV
Total energy ... -748.292797 Ha

No. 8
Formula: C23H23Cl2MnN4O4
Source: the OMol25 dataset
Level of theory: wB97M-V/def2-TZVPD

ORCA input file:
```
! RIJCOSX wB97M-V def2-TZVPD def2/J DEFGRID3
* xyz 1 2
Mn 0.1981 -0.6938 0.3963
Cl -4.1267 -3.5737 4.7080
C -3.0727 -2.4590 3.9284
C -2.5097 -2.8147 2.7244
C -1.6557 -1.9111 2.0874
N -1.0588 -2.0175 0.8319
C -1.3299 -3.0316 -0.0635
O -2.1276 -3.9262 0.0669
C -0.4708 -2.9006 -1.2813
C -0.4684 -3.8530 -2.2796
C 0.4258 -3.6998 -3.3283
C 1.2907 -2.6151 -3.3235
C 1.2165 -1.7007 -2.2875
N 0.3299 -1.8303 -1.2974
C -1.3747 -0.6831 2.6862
C -1.9700 -0.3123 3.8897
C -2.8096 -1.2052 4.5124
Cl -3.5159 -0.7757 6.0206
N -0.5188 0.0968 1.9179
C -0.7590 1.4727 1.7575
O -0.7006 2.3276 2.5917
C -1.1780 1.6970 0.3329
C -1.8603 2.8155 -0.0790
C -2.3533 2.8355 -1.3800
C -2.1337 1.7410 -2.1980
C -1.3997 0.6690 -1.7127
N -0.9219 0.6532 -0.4718
H -2.7484 -3.7664 2.2788
H -1.1471 -4.6907 -2.2027
H 0.4623 -4.4270 -4.1279
H 2.0227 -2.4756 -4.1059
H 1.8806 -0.8496 -2.2340
H -1.7465 0.6406 4.3477
H -2.0208 3.6230 0.6218
H -2.9174 3.6854 -1.7393
H -2.5187 1.7065 -3.2068
H -1.1913 -0.1934 -2.3312
C 2.4631 2.1575 1.8686
C 2.1116 2.9429 0.6174
O 1.6806 2.0735 -0.4417
C 1.5734 2.8149 -1.6540
C 1.5163 1.8908 -2.8521
H 3.5350 1.9749 1.9343
H 1.9609 1.1916 1.8815
H 2.1555 2.7008 2.7603
H 2.9821 3.5032 0.2633
H 1.3179 3.6737 0.8158
H 2.4524 3.4611 -1.7481
H 0.6989 3.4771 -1.6052
H 2.5150 1.5692 -3.1494
H 1.0610 2.3962 -3.7039
H 0.9221 1.0073 -2.6347
C 3.2231 -0.8823 0.2962
O 1.8754 -0.8828 0.6883
H 3.3802 -0.1445 -0.4936
H 3.5224 -1.8732 -0.0522
H 3.8320 -0.6098 1.1591
*
```

Values from the calculation:
<S²> ... 0.96
HOMO level (alpha / beta) ... -10.963 / -10.940 eV
Total energy ... -3481.390603 Ha